Below is 7 unconnected molecules or ions with the total composition C21H36O21 at a distorted geometry, with properties calculated with ωB97M-V with the def2-TZVPD basis set.

Results
Orbital gap ... 11.292 eV
Highest occupied orbital energy ... -10.80 eV
Energy relative to the best compared isomer or geometry (same formula, charge and spin) ... 60.5 kcal/mol

```
78
Properties=species:S:1:pos:R:3:forces:R:3
C -1.5252 -4.5237 1.2625 2.1837 0.1274 -0.1483
O -2.4128 -4.8609 0.1906 -0.2919 1.0455 1.0929
C -3.7331 -4.8075 0.3786 -1.2688 -2.1844 3.6083
O -4.3949 -4.9335 1.4397 2.3364 1.0606 -2.8620
O -4.2474 -4.8691 -0.8157 0.7772 0.7608 -1.3584
C -5.5677 -5.2691 -0.9618 -1.3731 0.1296 -0.0495
H -0.7212 -3.9331 0.8233 -0.2534 0.4196 -0.3660
H -0.9266 -5.3864 1.5548 -0.7430 -0.4431 0.3190
H -1.8317 -3.9444 2.1335 -1.0224 -0.4157 -0.2636
H -5.6495 -6.3378 -0.7633 -0.1576 0.0288 -0.0990
H -5.8264 -5.0096 -1.9884 -0.0987 -0.3242 0.0541
H -6.2194 -4.7104 -0.2901 -0.0263 -0.1443 0.0687
C 0.5951 0.9621 2.3603 0.3918 -1.2331 -0.8134
O -0.7426 0.4925 2.5478 -1.8749 0.0688 1.7648
C -1.3291 -0.3256 1.6859 0.2616 1.0545 -2.1723
O -0.7505 -0.6660 0.6560 -1.9503 -0.6017 1.5370
O -2.6990 -0.4933 2.0108 3.9931 1.6438 1.7218
C -3.4805 -1.2076 1.1672 -0.4937 -2.1510 -2.2997
H 1.0813 0.1284 1.8537 0.5167 0.5625 -0.3736
H 1.1220 1.0943 3.3054 -0.6903 -0.0165 0.2274
H 0.6004 1.8904 1.7890 -0.0160 -0.2554 -0.1450
H -3.0242 -2.1557 0.8825 0.3100 -0.3159 0.2316
H -3.5830 -0.7391 0.1884 -0.5187 0.5113 0.0620
H -4.4234 -1.4988 1.6300 0.0310 0.6234 0.0897
C 6.6427 -0.4572 4.5221 1.4641 0.7623 -2.0285
O 5.7686 0.5233 5.0051 -0.9403 0.6399 1.3517
C 4.9756 1.2221 4.1789 0.0394 -1.0431 -2.0730
O 4.7718 0.9489 2.9935 0.2179 0.7172 2.0277
O 4.4696 2.2263 4.8701 0.7656 -0.6276 1.1756
C 3.5551 3.1709 4.3359 0.6797 -1.0910 -1.0741
H 6.2513 -0.8954 3.6040 -0.1934 -0.6616 0.4643
H 7.1133 -1.1048 5.2617 -1.2304 -0.1410 0.3346
H 7.5167 0.0900 4.1687 0.2810 0.1533 -0.2529
H 2.6966 2.6082 3.9693 -0.4920 0.4537 0.4849
H 4.0187 3.5572 3.4282 -0.1048 0.7252 0.1844
H 3.4361 3.8575 5.1741 -0.4957 0.1191 -0.6064
C -2.4975 1.9829 -0.8663 -2.0747 0.5130 -0.4492
O -1.8537 3.1296 -1.4042 1.1744 0.0122 0.4736
C -2.4582 4.2973 -1.4770 -2.2562 1.1761 -1.1167
O -3.6585 4.5652 -1.3647 2.4256 -0.7624 0.2920
O -1.5179 5.1809 -1.8860 0.4564 -0.8940 0.1595
C -1.8290 6.5172 -2.2336 -0.7687 0.2159 0.7196
H -3.5499 2.1124 -1.1191 -0.2387 -0.3302 -0.1354
H -2.5214 1.9724 0.2234 0.7970 -0.1474 0.0046
H -2.1439 1.0880 -1.3784 0.4394 0.2949 0.4004
H -2.9049 6.6889 -2.2015 -0.0191 -0.1331 -0.2479
H -1.4189 6.7417 -3.2182 -0.0027 -0.0879 0.1237
H -1.4007 7.1485 -1.4550 0.2078 0.1714 -0.2280
O -1.1557 0.1247 -3.9594 -0.9366 -2.2516 1.4165
C -1.6339 -0.8817 -3.4710 0.5871 0.4482 -0.8227
O -2.9491 -1.1694 -3.3676 -0.8448 0.1165 -0.1658
C -3.1020 -2.5936 -3.1310 -0.4025 0.4450 -0.2851
C -1.8342 -2.9111 -2.4647 -0.3508 -0.9249 1.0912
O -0.9578 -1.9748 -2.9924 1.8428 1.3556 -0.7148
H -3.9012 -2.8362 -2.4306 -0.4270 0.3820 -0.6341
H -3.1357 -3.1241 -4.0826 -0.5938 0.2368 -0.1253
H -1.5742 -3.9467 -2.6836 0.5907 0.1927 0.1538
H -1.9821 -2.7713 -1.3939 0.5987 -0.0045 0.1996
O 2.8911 -4.5050 1.5344 0.0963 -0.0701 -0.6958
C 2.7971 -3.7147 0.6492 -0.2085 1.2922 0.0599
O 1.6898 -2.9152 0.4644 -0.6392 -1.2784 0.6899
C 1.8405 -2.1155 -0.6700 0.6956 1.7128 -1.0005
C 3.3250 -2.0501 -0.7804 2.2739 -0.5750 -0.3187
O 3.7281 -3.3200 -0.2520 -0.1173 -1.4549 1.2737
H 1.4798 -2.4967 -1.6254 -0.7258 -0.5096 0.3868
H 1.4473 -1.1154 -0.4874 -0.3691 -0.2483 -0.0016
H 3.8454 -1.3156 -0.1657 -0.3914 0.3923 -0.0133
H 3.8311 -2.1238 -1.7429 -0.7178 0.8491 -0.3795
O 1.7295 1.9192 -0.7772 0.2057 2.7423 -1.5222
C 1.9027 2.9276 -1.4513 0.6634 -1.3378 -0.3233
O 2.7061 3.9687 -1.1743 -0.1493 0.2309 2.5348
C 2.6604 5.0158 -2.1341 0.3606 -0.0199 0.3950
C 1.8085 4.3950 -3.2225 1.1443 0.2684 -0.8616
O 1.5177 3.1288 -2.7298 -1.7704 -2.0545 0.3768
H 2.2050 5.9481 -1.8001 -0.0273 -0.2201 0.6926
H 3.7222 5.2023 -2.2951 -0.1955 0.1715 -0.7972
H 2.4284 4.2263 -4.1030 -0.4116 0.2820 -0.3696
H 0.8983 4.9568 -3.4321 0.0653 -0.1546 -0.0504
```
Forces are in eV/Å.

Quick look at the Löwdin charges, all values in e: C -0.031; O -0.003; C -0.591; O 0.086; O -0.020; C -0.046; H 0.073; H 0.100; H 0.105; H 0.109; H 0.098; H 0.101; C -0.005; O -0.002; C -0.492; O 0.095; O -0.009; C -0.104; H 0.091; H 0.081; H 0.097; H 0.065; H 0.094; H 0.112; C -0.056; O -0.006; C -0.576; O 0.094; O -0.011; C -0.011; H 0.095; H 0.098; H 0.092; H 0.076; H 0.100; H 0.106; C -0.011; O 0.015; C -0.557; O 0.096; O -0.033; C -0.046; H 0.095; H 0.102; H 0.090; H 0.091; H 0.092; H 0.093; O 0.144; C -0.520; O 0.060; C -0.107; C -0.181; O 0.057; H 0.125; H 0.140; H 0.148; H 0.117; O 0.161; C -0.535; O 0.037; C -0.152; C -0.111; O 0.045; H 0.132; H 0.118; H 0.137; H 0.138; O 0.126; C -0.509; O 0.053; C -0.107; C -0.130; O 0.062; H 0.125; H 0.132; H 0.135; H 0.124